Molecular formula: C44H113N11O16
Method: DFT, ωB97M-V/def2-TZVPD

Structure (ORCA input):
```
! wB97M-V def2-TZVPD RIJCOSX def2/J DEFGRID3
* xyz 0 1
O -0.8035 1.0064 9.4311
O -0.9993 -3.2063 2.6410
O -2.6824 2.8492 -4.5566
O 6.8842 0.3051 -0.9031
O -1.8136 -0.1878 -2.0814
O -6.3803 -4.3497 0.7861
O -6.6522 -0.3040 0.5916
O -6.1984 3.2307 -0.4706
O 2.4445 3.6548 -2.1182
O -0.4321 -4.7219 -1.8635
O 2.1160 3.7053 -6.5745
O 4.1029 -3.8998 0.8512
O 1.4515 -1.9331 5.2565
O 2.4887 0.3579 -3.3375
O 3.5191 3.2393 2.0763
O -0.4815 0.4209 2.3560
N -1.2068 1.3874 0.4134
N -3.5587 -0.4020 -3.5832
N 1.7079 -2.5798 1.9657
N -5.0345 0.6744 -1.3054
N -1.1284 0.2800 6.8018
N -3.7111 -4.3972 -0.3969
N 5.4783 0.7345 1.7472
N -1.4930 -1.3849 -3.8513
N -1.1226 -0.8500 0.5996
N 3.9294 2.1574 -4.9094
N -1.1872 4.3140 -2.4621
C 0.1152 0.8894 10.5534
C -0.9653 0.3273 1.1849
C 3.8781 0.5664 -3.1214
C 4.1495 2.2840 -6.3501
C 6.8024 0.1162 1.5508
C 1.1300 -3.9632 1.9519
C 0.1852 4.4112 -2.8855
C -1.2899 1.6035 7.2233
C -0.4605 1.9586 8.4437
C 3.8900 -2.5222 0.7082
C -2.3118 -3.6059 2.9105
C 5.6928 2.1349 2.2747
C -2.5934 -4.0832 -1.2108
C -7.6220 -1.1497 1.2221
C 1.1345 4.1356 -1.7392
C 3.3954 4.6914 -2.3352
C 0.0985 -4.0492 3.0596
C 0.1587 -0.2118 6.4883
C -4.8972 -4.7575 -1.1254
C -1.6629 -5.2501 -1.2729
C -4.7943 3.0840 -0.5850
C 7.5934 0.6006 0.3145
C 0.5393 -5.7622 -2.1433
C 2.4035 -1.0288 4.7197
C 4.4820 2.6318 2.9533
C -2.0256 4.9175 -3.5126
C -4.4850 2.0169 -1.6344
C -2.3403 -0.7002 -3.0931
C 5.1260 -4.1779 1.8014
C -5.4037 -0.9171 0.4593
C 3.4667 3.5478 -6.8888
C -2.3108 1.9325 -5.5170
C 4.4323 0.9428 -4.4777
C 1.2529 2.8804 -7.3294
C -6.0175 -5.3991 -0.1803
C -6.9086 -4.7877 1.9981
C -6.5622 4.1913 0.4640
C 0.1863 -1.3022 5.4721
C 7.5722 0.7530 -2.0121
C -4.4293 0.1145 -0.0842
C 2.3845 -2.2433 0.6803
C 2.8561 2.2825 1.2322
C 1.8586 -0.2385 -2.2237
C -2.1781 4.1949 -4.7642
H 0.6093 1.9494 8.2512
H -2.9229 4.7865 -5.3318
H 2.2689 -1.1862 0.4374
H 6.5150 2.1052 2.9731
H -6.9287 -5.6538 -0.7565
H -0.2122 -5.1193 3.2040
H -5.6449 -6.2974 0.2922
H 4.2369 -0.4115 -2.8782
H 0.7266 0.5479 5.9950
H -2.0335 -3.2650 -0.8185
H 3.5087 5.3801 -1.5295
H -4.9103 2.3807 -2.5294
H 2.9924 2.2919 -4.6237
H 0.6092 -4.1210 1.0040
H 4.4150 4.3372 -2.5471
H -2.5323 -3.7343 3.9516
H 5.1221 0.8968 0.7989
H -3.9006 -0.7781 -4.4709
H 4.7111 3.4130 3.6647
H -0.8315 2.9522 8.7276
H 1.8546 2.6451 0.9207
H 0.5313 -3.6044 4.0004
H 5.8599 2.9883 1.5858
H 4.0987 1.2371 -2.2408
H -0.6865 -1.7477 -3.3723
H -4.4743 -5.3498 -1.9696
H 4.2792 -2.0257 1.6239
H 1.4591 -5.2252 -2.2954
H -4.1493 0.0988 -2.9028
H -3.4825 -0.3375 -0.3042
H -1.2625 -0.8643 -0.3610
H -2.8608 -3.7978 -2.2684
H 1.1348 5.0390 -1.1373
H 0.3635 -6.3912 -3.0398
H 1.0859 1.9159 -6.8038
H 1.9211 -4.7247 1.9873
H -5.5254 -1.7271 -0.2575
H 8.6297 0.5889 -1.8967
H -1.4247 3.3641 -2.3810
H 6.6204 -0.9400 1.4190
H -6.3667 3.9158 1.5165
H 4.3925 -2.0167 -0.1376
H 2.6524 1.3812 1.7702
H 3.9222 4.4626 -6.5276
H -1.4955 -0.4062 7.3777
H -7.5889 4.4279 0.3629
H 0.7602 -0.1750 -2.3227
H 3.0791 -1.6937 4.2576
H -3.4011 2.0567 -1.8543
H -5.0218 -1.4233 1.3644
H 7.6141 1.7072 0.3880
H -6.0173 0.8841 -1.1554
H 2.1143 0.2659 -1.3275
H -7.1370 -3.8887 2.5418
H -1.3139 2.2690 0.8748
H -2.3361 1.8610 7.3633
H -0.0049 1.8076 11.1790
H -4.3898 0.9300 0.6965
H 1.1602 0.7514 10.2657
H -2.5387 -4.5074 2.3741
H -1.5916 5.9067 -3.7992
H -8.6684 -0.7154 1.1472
H 5.5175 0.9404 -4.4444
H -3.0259 5.0564 -3.1199
H 5.0997 -3.4661 2.6880
H -0.3751 0.0479 11.0547
H 0.7160 -0.5099 7.4064
H 3.7389 1.4377 -6.8585
H -7.7210 -5.5048 1.9463
H -4.3105 2.8692 0.3624
H -5.4110 -3.9282 -1.6301
H 7.3450 0.1578 2.4686
H 4.0839 0.0909 -5.0612
H 7.2652 0.3035 -2.9078
H -0.9506 2.2443 6.3874
H 8.6078 0.1739 0.1960
H 0.9775 -1.9408 2.2383
H -7.6492 -2.0684 0.6671
H -7.3428 -1.2857 2.3176
H 0.5791 -6.5063 -1.3231
H -6.0323 -5.2840 2.5295
H -1.7314 1.2890 -0.4009
H 0.2483 3.3375 -7.3844
H 3.4763 2.2572 0.3364
H -0.1987 -0.8737 4.5294
H -0.4881 -2.1443 5.7442
H -1.4534 -5.7238 -0.2813
H 0.3270 5.3903 -3.3145
H 3.6187 3.6826 -7.9167
H -0.7227 -1.6619 1.0989
H 4.0876 1.8441 3.6197
H 1.9843 -0.3120 4.0034
H 6.1352 -4.1006 1.3290
H 3.0445 5.3907 -3.1150
H 0.4556 3.7301 -3.6959
H -3.8580 -3.6422 0.2407
H 2.0692 -1.3008 -2.0958
H -2.0701 -5.9289 -1.9638
H 1.5373 2.7636 -8.4065
H 0.6948 3.4109 -1.0935
H -2.9314 -2.8345 2.3635
H -5.9867 5.1427 0.2430
H -3.0250 1.8614 -6.3044
H 1.9903 -2.9190 -0.1100
H -4.3639 4.0289 -0.9675
H -1.2799 4.0989 -5.3198
H 2.8229 -0.3719 5.4958
H -1.8848 -2.0457 -4.5460
H 5.2113 2.3876 -6.6089
H -2.1214 0.9581 -5.0585
H 7.4063 1.8091 -2.2282
H 4.9603 -5.1859 2.1957
H -1.4232 2.2581 -6.0650
*
```

Properties
- E_tot: -3550.040391 a.u.
- Highest occupied orbital energy: -7.92 eV
- SMILES: COCCNCCOC.COCCNCCOC.COCCNCCOC.COCCNCCOC.COCCNCCOC.COCCNCCOC.COCCNCCOC.NC(N)=O.NC(N)=O
- Frontier orbital gap: 8.373 eV
- LUMO energy: 0.455 eV
- F_max: 4.263 eV/A
- Relative energy (zero: lowest compared OMol25 entry of this formula, charge and spin): 195.6 kJ/mol


Molecular formula: C44H113N11O16
Method: DFT, ωB97M-V/def2-TZVPD

Structure (ORCA input):
```
! wB97M-V def2-TZVPD RIJCOSX def2/J DEFGRID3
* xyz 0 1
O -25.6971 28.3625 -25.6973
O -20.1813 21.0712 -21.1449
O -20.7908 23.6900 -24.2697
O -24.4643 26.1757 -29.2496
O -25.1945 16.3548 -19.6373
O -28.1176 23.6027 -23.6464
O -24.5317 23.3182 -18.0945
O -26.0782 15.2234 -23.8727
O -30.8754 12.9493 -23.9381
O -29.7706 27.0388 -20.1496
O -21.2236 12.7914 -20.9608
O -20.7676 17.1652 -25.2954
O -26.1574 20.5419 -25.7517
O -24.2973 20.6271 -29.4566
O -21.5559 12.2565 -26.0078
O -26.2672 21.6149 -20.6308
N -25.4447 19.2873 -23.4245
N -28.1070 13.7219 -25.9070
N -21.6890 15.0779 -27.2200
N -22.6336 23.2860 -22.3157
N -27.7198 27.5813 -20.6771
N -25.6871 21.5008 -17.5334
N -24.7126 23.2921 -28.7179
N -28.6007 25.6693 -21.2664
N -24.3642 22.4238 -16.0949
N -25.9708 25.9946 -22.9225
N -22.5521 15.8060 -21.2269
C -27.6371 22.0991 -20.5897
C -26.4635 26.9591 -23.9712
C -25.7853 20.5378 -22.7546
C -25.4781 27.0984 -25.0848
C -25.7527 24.6096 -23.3479
C -20.4316 24.2775 -23.0077
C -26.8463 23.9100 -24.2834
C -21.3272 21.1661 -22.0219
C -28.9504 22.6884 -24.4218
C -29.1348 12.6691 -25.5690
C -30.6251 13.2194 -25.3469
C -22.0907 13.3491 -21.9068
C -24.0581 27.0112 -30.3664
C -22.0870 12.6760 -27.2420
C -21.7969 14.9343 -22.1671
C -26.9101 15.6202 -24.9090
C -26.6917 21.0553 -26.9822
C -24.7800 17.0018 -20.7780
C -20.2965 11.7952 -21.3950
C -19.8140 23.8496 -25.3536
C -24.3307 19.5289 -24.3822
C -23.9392 16.1299 -21.6808
C -25.5758 13.8664 -23.9826
C -23.9292 19.2858 -29.3678
C -31.8462 13.9300 -23.4500
C -25.9988 20.3831 -21.2487
C -25.8832 24.2279 -28.4955
C -24.5168 22.8206 -30.0570
C -21.0256 18.0390 -24.2149
C -22.3026 22.1596 -21.4540
C -22.3278 11.3101 -25.2890
C -23.6495 21.5756 -30.0737
C -26.5709 16.3904 -19.2293
C -21.3196 13.8452 -27.8458
C -25.1885 28.3188 -27.0535
C -21.0125 16.3197 -27.4932
C -28.7506 26.7784 -20.6954
C -25.7581 25.5265 -29.3934
C -21.7363 24.4610 -22.1866
C -24.8280 22.4494 -17.3392
C -21.4219 17.3596 -26.5095
C -28.1830 14.7556 -24.9108
C -24.7804 20.2037 -25.7254
C -19.8247 19.8635 -20.6641
H -19.5930 19.1332 -21.4393
H -26.8518 17.2588 -18.6335
H -23.4014 21.2354 -31.0791
H -19.7019 11.1693 -20.7295
H -21.0802 21.5473 -23.0128
H -24.8920 27.6947 -30.5266
H -23.0332 13.4302 -21.3654
H -23.1870 27.5980 -30.0749
H -27.8441 25.7093 -21.9343
H -25.4637 23.9013 -22.5715
H -25.3469 29.2208 -27.6447
H -29.2885 23.3846 -25.1893
H -27.2543 16.2627 -20.0688
H -25.7904 25.2907 -30.4571
H -25.4924 22.5256 -30.4435
H -26.6854 23.6711 -28.9799
H -21.5982 24.5974 -21.1140
H -23.4127 19.8768 -23.9086
H -25.9926 24.3361 -27.4164
H -20.0358 25.2699 -23.2238
H -26.7217 15.4511 -18.6974
H -24.4147 27.1148 -24.8461
H -26.7055 27.8569 -23.4025
H -25.1577 13.6767 -24.9711
H -22.0764 18.0419 -23.9254
H -28.4152 14.3379 -23.9312
H -26.4204 22.9827 -24.6665
H -19.9437 16.1246 -27.4059
H -26.6153 26.1650 -29.1797
H -24.8060 18.6947 -29.1034
H -25.0969 26.2206 -22.4694
H -19.6870 23.6944 -22.4657
H -28.3432 21.5766 -19.9443
H -26.2886 13.0590 -23.8150
H -28.9391 15.4986 -25.1646
H -23.6804 23.0846 -15.7545
H -24.4775 21.5490 -15.6029
H -29.8111 22.3960 -23.8202
H -24.5841 22.4919 -28.1152
H -21.0693 18.2477 -27.0339
H -26.5192 22.1160 -27.1646
H -23.9620 23.5324 -30.6682
H -24.9374 21.2228 -22.7574
H -19.9810 23.1496 -26.1723
H -22.6083 15.3989 -20.3043
H -23.0852 13.1008 -27.1371
H -21.6806 20.1454 -22.1676
H -20.5906 19.4357 -20.0173
H -24.8610 24.6322 -23.9744
H -25.6245 26.2176 -25.7099
H -22.3504 25.2784 -22.5642
H -24.2252 21.1287 -25.8807
H -27.7792 20.9821 -26.9893
H -23.8470 16.6470 -22.6359
H -20.4321 17.7964 -23.3334
H -22.2213 22.3360 -20.3815
H -25.7066 20.6692 -16.9606
H -24.7787 13.7270 -23.2523
H -23.0901 19.0651 -28.7080
H -26.2544 15.4905 -25.7700
H -20.0011 24.8420 -25.7640
H -22.5077 17.4481 -26.4729
H -26.1473 21.5540 -18.4309
H -24.1256 28.0900 -26.9750
H -22.2187 11.8719 -27.9661
H -27.0664 24.5422 -25.1437
H -27.8065 28.3834 -20.0695
H -24.2554 17.9404 -20.5994
H -26.6843 20.9663 -23.1977
H -23.2290 11.5587 -24.7285
H -19.5204 12.4213 -21.8353
H -20.2783 13.6038 -27.6326
H -23.2315 21.5924 -21.5141
H -24.5015 15.2091 -21.8357
H -23.5766 18.8913 -30.3208
H -28.2296 14.2000 -26.7883
H -29.0272 11.7951 -26.2113
H -29.3162 24.9707 -21.4081
H -21.2198 16.4973 -28.5484
H -22.5597 10.3759 -25.8005
H -26.2628 20.6061 -27.8780
H -28.0106 22.3545 -21.5813
H -18.7676 23.6836 -25.0978
H -22.2083 12.7790 -22.8284
H -20.7576 19.0394 -24.5550
H -20.7233 11.0844 -22.1025
H -21.4244 14.9341 -26.2560
H -25.6673 27.4974 -27.5865
H -26.1496 18.9990 -24.0879
H -31.8347 13.7510 -22.3748
H -21.6599 11.0246 -24.4763
H -22.7083 21.8173 -29.5799
H -25.0996 19.9732 -20.7890
H -26.8434 27.0820 -20.7285
H -31.4228 14.9195 -23.6228
H -32.8584 13.6047 -23.6904
H -18.8901 19.8871 -20.1036
H -27.4236 26.6428 -24.3790
H -21.9630 15.2184 -23.2062
H -25.6294 17.3315 -21.3763
H -23.8235 26.4569 -31.2752
H -23.9841 18.5441 -24.6955
H -21.3345 14.0493 -28.9165
H -27.4525 23.1077 -20.2200
H -27.0888 16.6873 -24.7768
H -28.9498 12.2266 -24.5901
H -20.7286 15.1401 -22.1008
H -30.6142 14.2067 -25.8086
H -24.5570 19.4911 -26.5194
H -31.2741 12.6581 -26.0192
H -28.3769 21.8510 -24.8192
H -22.4434 23.0904 -23.2881
H -26.8569 19.7181 -21.1510
*
```

Properties
- E_tot: -3549.850164 a.u.
- Highest occupied orbital energy: -8.20 eV
- SMILES: COCCNCCOC.COCCNCCOC.COCCNCCOC.COCCNCCOC.COCCNCCOC.COCCNCCOC.COCCNCCOC.NC(N)=O.NC(N)=O
- Frontier orbital gap: 8.503 eV
- LUMO energy: 0.300 eV
- F_max: 7.354 eV/A
- Relative energy (zero: lowest compared OMol25 entry of this formula, charge and spin): 695.1 kJ/mol